Record 1
Here is a 8-piece molecular cluster, C26H74N10O8 overall at a distorted geometry from the Open Molecules 2025 dataset. Energies are from ωB97M-V/def2-TZVPD.

Its electronic energy is -59441.99674 eV. As for the HOMO energy: -0.3211 Eh. Its structure (SMILES) is COC[C@H](C)N.COC[C@H](C)N.COC[C@H](C)N.COC[C@H](C)N.COC[C@H](C)N.COC[C@H](C)N.NC(N)=O.NC(N)=O. The calculation puts the energy relative to the best compared isomer or geometry (same formula, charge and spin) at 90.8 kJ/mol.

Structure (XYZ):
```
118
Properties=species:S:1:pos:R:3:mulliken_charge:R:1
H -3.22 -0.67 -5.32 0.25
H -0.33 0.39 5.13 0.24
H 2.33 3.15 -3.57 0.30
O -1.39 -0.25 -0.12 -1.18
C 1.79 -3.96 0.39 -0.13
H -2.92 5.00 2.95 0.30
H 1.90 3.95 1.29 0.30
H 0.38 0.24 1.60 -0.37
H 6.73 0.88 0.94 0.26
O -1.63 -0.42 -3.44 -0.71
H -2.99 2.66 -2.57 0.28
H -0.63 -4.48 -3.00 0.36
C -2.38 3.47 0.04 0.38
H -2.21 3.66 2.57 0.15
H -0.08 -3.03 0.05 -0.39
C -0.22 0.10 -0.39 0.49
H -1.38 2.30 -1.93 -0.09
H 1.12 -0.01 -5.14 0.30
O 2.71 2.60 0.00 0.08
C 1.83 -0.83 -5.14 -1.33
O -4.51 -4.63 3.00 -0.36
N -3.50 -0.45 -2.16 -0.13
H -4.61 -1.02 -4.32 0.14
H 1.51 0.89 0.43 -0.83
H 1.26 3.52 4.11 0.44
N -3.07 4.18 2.36 -0.71
N -3.66 -0.75 -4.42 -0.44
C 4.83 1.43 0.27 1.74
H 3.10 2.24 -4.75 0.37
C 3.30 0.00 -3.27 -0.31
H 5.00 -1.56 -5.03 0.26
H -6.45 -4.81 3.45 0.31
C 4.31 0.41 1.31 -1.04
H 0.37 -2.17 2.64 -0.08
H 4.85 -0.54 1.42 0.39
O 0.75 -3.63 -1.74 -0.33
H 3.25 0.23 1.15 -0.15
H -5.87 -6.10 2.35 0.32
N 0.27 0.22 -1.63 0.80
H -1.01 5.60 1.55 0.27
H 1.49 -1.70 -4.57 0.17
H 4.45 3.32 -0.67 0.26
N 4.04 -1.78 -4.77 -0.78
H -2.64 -1.87 0.06 0.13
H 2.94 -0.79 -2.60 -0.37
H 3.69 0.18 -5.37 0.33
H -2.36 6.63 1.47 0.42
H 3.50 -2.67 0.66 0.46
H 1.06 2.30 5.41 0.48
H -1.04 2.97 5.51 0.32
N 0.63 0.43 0.61 2.08
C 1.90 3.73 0.22 -0.88
H 4.48 0.74 2.34 0.34
H -3.13 -3.43 -0.31 0.27
H 1.22 0.51 -1.81 -0.49
H -1.23 -1.71 3.32 0.10
C -0.64 0.60 4.10 -0.89
H 4.32 0.03 -2.87 0.30
H -1.72 0.38 4.07 0.36
H -1.54 3.55 -3.15 0.38
C 0.44 -3.89 -0.39 0.35
C -3.94 -1.69 2.33 -1.43
N -3.35 -2.57 0.18 -0.49
C -0.15 -1.54 3.35 -0.50
C -2.03 3.11 -2.28 -0.32
H 6.36 2.37 1.36 0.27
C -0.36 2.09 3.80 2.38
N 6.23 1.70 0.62 -0.79
H 4.84 1.00 -0.73 -0.61
H -0.05 -2.95 -3.54 -0.01
H 3.77 -2.30 -5.60 0.24
H -2.48 -3.29 1.86 0.05
H -0.07 -4.85 -0.33 0.51
H -0.45 2.21 2.72 -1.23
H -4.17 -1.86 3.38 0.37
C 3.24 -0.54 -4.67 0.56
H 1.89 -1.32 -6.12 0.46
C 4.11 2.75 0.20 -1.11
H 4.27 3.32 1.12 0.52
H 1.93 -1.94 1.07 -0.13
H -3.10 2.65 0.06 0.26
H 2.13 -5.86 -0.27 0.28
O -2.20 4.04 -1.24 -0.43
H -4.84 -1.27 1.87 0.47
H 2.88 -4.71 -1.12 0.35
C -2.85 -0.58 -3.33 0.48
H 0.87 3.43 0.03 0.08
C 1.02 2.48 4.33 -1.76
H 1.83 1.92 3.85 0.23
H -1.45 3.01 0.40 -0.63
H -4.44 -0.77 -2.04 0.24
H -4.22 -4.95 0.99 0.42
H -5.50 -6.09 4.11 0.25
H -3.19 -0.90 2.23 -0.01
H -1.50 5.99 -0.06 0.36
H 0.07 -1.85 4.38 0.48
C -3.49 -2.94 1.62 1.20
C -4.42 -4.12 1.68 -0.93
H 1.67 -4.33 1.41 0.42
H -2.24 2.59 4.57 0.25
H 2.49 -2.14 -0.61 -0.55
O 0.12 -0.15 3.18 -0.65
C 3.06 2.34 -3.66 -1.00
H -1.15 -2.94 -2.17 0.00
C -2.84 4.59 0.95 0.57
C 2.45 -2.60 0.38 0.15
H 2.20 4.58 -0.40 0.36
H -5.44 -3.78 1.43 0.37
C -0.33 -3.49 -2.64 -0.41
O 2.60 1.19 -3.01 -0.31
C -5.62 -5.48 3.21 -0.80
C -1.90 5.81 0.94 -1.41
N 2.68 -5.01 -0.17 -0.88
H -3.80 4.95 0.56 0.24
N -1.29 2.97 4.53 -0.70
H -0.34 -0.10 -2.39 0.56
H 4.04 2.68 -3.30 0.32
H -2.92 -0.25 -1.34 -0.08
```

---

Record 2
Here is a 8-piece molecular cluster, C26H74N10O8 overall at a distorted geometry from the Open Molecules 2025 dataset. Energies are from ωB97M-V/def2-TZVPD.

Its electronic energy is -59440.62564 eV. As for the HOMO energy: -0.3189 Eh. Its structure (SMILES) is COC[C@H](C)N.COC[C@H](C)N.COC[C@H](C)N.COC[C@H](C)N.COC[C@H](C)N.COC[C@H](C)N.NC(N)=O.NC(N)=O. The calculation puts the energy relative to the best compared isomer or geometry (same formula, charge and spin) at 223.1 kJ/mol.

Structure (XYZ):
```
118
Properties=species:S:1:pos:R:3:mulliken_charge:R:1
H 1.59 3.10 3.44 0.28
C 3.97 1.97 2.96 -0.80
N 0.38 -0.43 -0.81 0.62
N 2.78 2.50 -1.74 0.06
C 3.77 3.42 -1.71 0.55
H -1.42 -0.20 4.40 -0.06
C 2.55 -0.06 3.65 -1.11
H 1.32 1.96 2.27 -0.32
H 2.03 -3.17 -3.08 0.46
H -2.39 2.26 0.13 -0.54
H -4.07 0.37 -0.45 0.06
H -3.75 5.44 2.44 0.28
O 4.41 3.81 -2.68 -0.71
H 5.43 4.05 3.99 0.32
H -2.24 -4.82 -1.67 0.43
H 1.98 -0.46 4.48 0.24
C 3.45 -2.67 -6.62 0.52
H -1.87 1.66 -1.61 -0.06
H 1.65 -3.91 0.06 0.38
O 0.96 1.52 0.24 -0.40
H 1.82 -4.12 -6.75 0.33
O -2.00 1.74 -3.77 -0.46
H -0.87 -0.59 6.10 0.37
C -1.32 0.14 5.44 -1.01
H -3.95 -5.78 -0.19 0.33
H -5.16 -3.00 5.92 0.28
H -4.69 0.17 1.14 0.24
H -2.75 0.44 -2.49 0.28
H 2.20 -3.38 -8.34 0.41
H 4.76 -3.31 -8.02 0.29
C -0.64 1.27 -3.81 0.23
H -4.79 -0.06 5.87 0.51
H -0.78 1.09 5.38 0.34
N 0.06 3.25 -5.16 -0.75
H 5.96 3.19 2.48 0.36
C 1.85 -2.11 -3.33 -0.73
C -0.12 1.76 -5.17 0.20
H 4.85 1.56 3.47 0.51
H 0.62 3.52 -5.96 0.26
H -1.20 3.87 2.65 0.28
H 2.10 2.40 -0.99 0.08
H 5.41 4.84 2.36 0.24
C 3.32 -2.60 -5.10 -0.90
H 0.66 -0.17 -1.73 -0.39
H -3.09 4.52 0.36 0.48
H -1.80 1.38 7.69 0.24
N -3.76 4.43 2.30 -0.72
O 3.95 3.35 2.77 -0.31
C 2.18 -3.22 -7.27 -1.42
H -0.07 -1.34 -0.66 -0.06
C -1.39 4.15 1.62 -0.93
H 3.53 -0.54 3.55 0.40
H -0.68 3.61 0.98 -0.05
N -2.59 0.83 7.39 -0.75
H -1.13 5.19 1.43 0.38
C 5.28 3.92 2.92 -0.83
H 2.11 -0.39 2.70 0.15
H 0.62 3.59 -4.38 0.24
H 1.02 -5.43 -0.35 0.41
N 3.91 4.03 -0.47 -0.30
H -0.75 0.18 -3.83 0.22
C -2.53 1.52 -2.47 -0.45
H 1.35 -2.52 -7.08 0.29
H 1.31 0.12 -5.49 -0.04
H 1.71 1.51 -6.40 0.45
H -3.48 2.02 -2.31 0.36
H 1.95 1.55 -4.65 0.09
H -5.74 -1.79 7.07 0.34
H -0.78 -0.92 1.27 0.10
H -3.38 4.15 3.20 0.20
H -0.02 1.73 -3.04 -0.12
C -1.40 -5.11 -1.03 -0.91
H 4.17 -2.12 -4.60 0.32
H 3.62 -1.65 -6.97 0.32
N -1.13 -2.91 -0.06 -0.63
O -4.42 2.15 0.69 -0.46
H 4.29 -4.47 -7.12 0.29
O -1.81 -5.68 0.20 -0.25
H -3.03 -7.23 -0.37 0.31
H -3.72 -0.95 4.71 0.29
H 0.45 -4.61 1.16 0.32
H -0.86 1.68 -5.96 0.33
C -3.08 2.46 0.94 0.89
N 4.58 -3.49 -7.04 -0.77
O -3.70 -1.57 6.63 -0.33
C 0.72 -4.49 0.11 -1.48
H 4.21 4.99 -0.44 0.19
C -2.68 0.53 5.96 0.75
N 1.43 2.11 3.27 -0.11
H -1.54 -3.39 0.74 0.43
H -3.04 1.44 5.48 0.12
C -2.86 3.94 1.26 0.22
H 3.30 -3.65 -4.80 0.31
C 0.35 0.44 0.23 0.25
H -0.89 -5.91 -1.59 0.45
C 2.70 1.47 3.67 0.38
H -2.49 0.00 7.96 0.26
H 3.40 3.68 0.33 0.16
C -3.79 -0.48 5.70 -0.81
H 2.36 -1.54 -2.55 0.39
C -3.08 -6.30 0.22 -0.83
H -1.95 -2.65 -0.62 0.12
H -0.49 0.63 2.06 0.03
H -2.74 1.90 1.83 -0.07
H 2.82 1.84 -2.50 0.02
H -4.62 -2.94 7.64 0.27
H 2.71 1.76 4.73 0.36
H -5.75 0.91 -0.14 0.26
N -0.47 0.04 1.25 0.06
O 2.17 -1.89 -4.67 -0.12
H 3.88 1.43 2.00 0.22
H 0.77 -2.04 -3.17 0.04
H 0.03 -3.62 -1.72 -0.17
H -3.28 -6.50 1.27 0.26
C -4.86 -2.36 6.74 -0.82
C -4.75 0.84 0.28 -0.45
C -0.41 -3.96 -0.79 0.58
C 1.29 1.21 -5.44 -0.85
```

---

Record 3
Here is a 8-piece molecular cluster, C26H74N10O8 overall at a distorted geometry from the Open Molecules 2025 dataset. Energies are from ωB97M-V/def2-TZVPD.

Its electronic energy is -59437.53538 eV. As for the HOMO energy: -0.3287 Eh. Its structure (SMILES) is COC[C@H](C)N.COC[C@H](C)N.COC[C@H](C)N.COC[C@H](C)N.COC[C@H](C)N.COC[C@H](C)N.NC(N)=O.NC(N)=O. The calculation puts the energy relative to the best compared isomer or geometry (same formula, charge and spin) at 521.2 kJ/mol.

Structure (XYZ):
```
118
Properties=species:S:1:pos:R:3:mulliken_charge:R:1
H -1.87 -1.59 -1.43 0.03
H 1.22 1.68 2.30 0.26
H 0.23 2.28 0.98 0.31
H -0.42 2.15 2.67 0.52
O 0.47 3.32 -4.21 -0.24
C 7.06 -2.70 -4.20 -0.74
H 1.96 1.25 -7.18 0.25
H 2.46 0.45 4.23 0.10
H 2.22 4.00 -3.33 0.38
H 6.97 -2.17 -7.46 0.25
C -4.84 -1.27 2.79 0.24
C 0.51 -0.39 0.29 -0.95
H 4.88 2.69 6.28 0.21
H -6.82 -3.38 -2.69 0.33
H 7.59 -3.58 -6.68 0.31
H -0.43 1.26 -4.87 -0.17
N -3.60 1.98 -1.20 -0.33
H -2.51 -0.88 -2.87 0.19
H 0.63 1.13 -8.01 0.29
H 1.07 0.33 -2.88 0.01
H 3.51 3.36 5.43 0.19
H 2.34 -0.07 -1.76 0.30
H 1.28 2.62 6.89 -0.03
H 2.98 3.42 9.99 0.33
C 0.55 2.64 7.69 -0.37
H 2.88 2.37 8.65 0.29
C 7.49 -2.50 -6.56 -0.76
C -4.23 -2.85 -2.47 -0.42
C 5.89 -2.46 -3.11 0.58
C -0.29 0.28 1.48 0.97
C 1.26 -0.13 -1.91 -0.83
H -3.22 1.95 -0.26 0.15
O -3.53 2.32 -3.35 -0.76
N 0.14 3.81 9.89 -0.66
N -5.04 0.18 2.47 -0.64
H 4.94 -2.60 -3.61 0.23
H 6.83 -0.95 -1.87 0.37
H -3.61 -1.61 0.97 -0.11
C -0.37 1.05 -5.94 -0.83
H -2.68 -3.54 0.18 -0.17
H 1.36 4.18 -5.82 0.32
H 5.11 -1.21 -1.67 0.32
H -5.90 0.29 1.95 0.29
H 0.15 0.14 -6.24 0.42
H -6.19 -3.69 -4.31 0.28
H 1.06 -1.19 -2.08 0.41
H -2.31 -4.74 1.42 0.35
N -0.45 -0.65 2.60 -0.74
H -2.97 -4.23 -4.41 0.28
C -6.24 -1.85 3.30 -1.49
N 4.07 2.57 5.69 -0.33
H 6.05 -4.44 -2.80 0.26
H -4.10 -1.37 3.59 0.36
O -0.65 3.26 7.19 -0.37
C 2.28 2.75 9.48 -1.31
H -2.39 3.07 6.11 0.33
H -3.79 -4.89 0.44 0.28
C 1.14 4.20 -3.30 -0.91
C 1.10 3.41 8.94 0.60
C 1.18 3.16 -5.46 -0.85
H 7.19 -3.76 -4.39 0.36
H 6.78 -3.49 -1.66 0.25
C -2.78 -3.03 -2.87 0.15
H 2.36 2.21 4.48 0.07
H -3.13 -2.74 -4.99 0.26
H 0.94 5.24 -3.54 0.30
H -0.96 3.01 5.04 0.24
C -1.36 2.76 6.02 -0.75
C 5.90 -1.14 -2.41 -1.35
H 2.17 2.76 -5.23 0.43
H -0.65 3.99 9.29 0.32
H -1.31 -1.18 2.55 0.27
H -0.31 3.09 -6.83 0.28
H 0.86 4.12 -2.25 0.24
H 0.13 -1.40 0.13 0.43
H -0.15 3.09 10.54 0.26
C -6.16 -4.02 -3.27 -0.77
H -1.02 -1.70 -3.01 0.31
H 8.51 -2.13 -6.39 0.29
H -1.22 1.59 -1.26 0.14
H 5.73 -0.34 -3.13 0.33
H -5.33 0.54 3.36 0.29
H -6.39 -5.09 -3.24 0.26
O 6.65 -2.18 -5.48 -0.27
C -4.40 -2.10 1.53 -0.22
H 1.50 4.33 8.53 0.13
C -2.93 2.04 -2.31 0.60
H -0.53 -0.11 3.45 0.25
H -1.33 1.20 -6.44 0.32
H -2.45 -3.89 -2.29 0.41
H -1.33 0.43 1.18 -0.11
C 0.20 1.69 1.90 -1.57
N 1.20 1.81 -7.52 -0.82
O -4.93 -4.05 -2.53 -0.31
H -1.02 2.31 -2.86 -0.01
N -1.60 1.88 -2.15 0.03
H 0.42 1.56 7.82 0.38
H -7.06 -1.80 2.59 0.36
C 0.36 2.31 -6.46 0.45
H 8.00 -2.26 -3.88 0.29
O 4.52 0.44 5.74 -0.67
H -4.59 -2.07 -3.15 0.55
N 5.96 -3.60 -2.24 -0.72
O -3.71 -3.38 1.96 -0.43
C 3.93 1.39 5.34 0.64
H -6.59 -1.26 4.15 0.46
N -2.63 -3.29 -4.30 -0.71
H -4.58 2.19 -1.35 0.22
O 0.45 0.35 -0.85 0.14
C -1.98 -1.75 -2.50 -0.85
H 2.06 1.93 10.16 0.35
H -1.46 1.67 6.08 0.30
H -4.39 -2.45 -1.47 -0.01
C -3.12 -4.19 0.94 -0.29
N 2.82 1.32 4.60 -0.23
H 1.58 -0.52 0.48 0.42
H -5.11 -2.11 0.71 0.37
H -6.12 -2.85 3.72 0.35
```

---

Record 4
Here is a 10-piece molecular cluster, C26H75N3O17 overall at a distorted geometry from the Open Molecules 2025 dataset. Energies are from ωB97M-V/def2-TZVPD.

Its electronic energy is -67450.68949 eV. As for the HOMO energy: -0.3400 Eh. Its structure (SMILES) is COC[C@H](C)N.COC[C@H](C)N.COC[C@H](C)N.OCCO.OCCO.OCCO.OCCO.OCCO.OCCO.OCCO. The calculation puts the energy relative to the best compared isomer or geometry (same formula, charge and spin) at 37.0 kJ/mol.

Structure (XYZ):
```
121
Properties=species:S:1:pos:R:3:mulliken_charge:R:1
O -1.61 -4.64 0.82 -0.68
H -1.02 -0.67 -3.15 0.08
C 1.28 -2.26 -2.83 0.37
H -2.31 2.09 2.97 0.21
H -5.58 -3.26 1.67 0.21
H 5.08 -0.55 3.95 0.33
H 1.13 -2.71 -1.83 -0.51
H -0.92 -3.79 -0.87 -0.41
H 1.72 3.66 -5.34 0.26
H -6.98 -4.02 2.51 0.36
H -1.37 0.67 -5.52 0.31
C 3.94 1.41 -1.74 0.17
O 0.09 1.90 0.48 0.55
H 1.79 5.49 1.18 0.26
N 2.25 -5.67 -1.77 -0.52
H 0.41 1.66 -4.11 -0.12
H -1.41 2.36 -5.87 0.46
H 2.00 -6.27 -2.58 0.30
C 1.03 -4.16 2.51 -0.01
C -6.13 -0.72 1.67 -0.92
H 2.69 5.22 3.90 0.33
O 2.73 5.47 1.13 -0.41
N -1.11 1.23 -2.72 -0.30
H 0.66 -3.20 2.12 -0.35
H 4.92 0.92 -1.52 0.21
C -0.64 1.97 -3.87 0.96
H -1.31 3.97 0.34 -0.01
O -2.49 -1.59 -0.91 -0.41
C 1.18 -7.43 -0.41 -1.63
H 3.17 -5.98 -1.46 0.26
H 3.24 0.84 -1.15 -0.26
C -4.13 0.24 1.37 0.36
O 1.75 -0.97 -2.75 -0.54
H -7.18 -3.53 0.92 0.39
H -6.32 0.19 2.27 0.28
N -8.37 -1.54 2.33 -0.67
H 2.68 -5.42 0.91 0.52
H 1.67 4.31 -3.60 -0.02
H -3.08 0.07 1.31 -0.73
H 3.78 6.59 4.04 0.27
H -3.35 -3.49 -1.01 0.35
O 3.90 2.98 0.05 -0.34
H -1.98 1.67 -2.51 0.29
C 0.02 -2.32 -3.64 -0.88
C 3.91 2.87 -1.36 0.14
O -1.64 2.54 2.43 -0.52
H 1.56 5.40 -5.01 0.25
H -0.76 1.96 0.93 -0.28
H 0.43 -4.44 3.40 0.32
H 4.24 6.68 1.79 0.36
O 0.21 4.62 1.52 -0.70
H 0.31 -7.55 0.18 0.37
H 3.00 3.28 -1.79 -0.14
O -4.75 -1.00 1.60 -0.24
C -1.50 1.66 -5.06 -1.55
H 5.22 4.90 2.83 0.29
C 0.20 -0.51 0.89 0.92
H 2.10 -4.04 2.76 0.35
H 1.16 -8.02 -1.32 0.46
H 3.01 0.57 -3.23 0.45
C -2.74 -2.87 -0.32 -0.37
H 4.74 3.46 -1.70 0.43
O 3.80 -1.62 2.64 -0.42
H -8.98 -2.41 2.39 0.25
H 0.17 -1.95 -4.66 0.37
C 4.11 0.83 2.80 0.69
H 2.05 -7.67 0.19 0.34
H 0.73 1.09 2.18 0.64
H 4.49 -1.70 1.94 0.29
H -0.46 1.32 -1.91 -0.16
H 3.34 -0.60 4.24 0.35
O 0.23 -0.72 -0.53 1.14
H -2.21 -1.59 -1.84 0.37
H 1.42 -0.62 -1.89 0.32
C 3.51 5.71 3.43 -0.42
H 0.68 -1.29 1.41 -0.25
O -1.20 -1.64 -3.14 -0.61
H -3.14 4.03 2.04 0.38
H -0.91 -0.44 1.18 -0.16
O 4.51 4.64 3.45 -0.47
H 4.52 1.62 3.44 0.27
H 1.70 -4.05 0.19 0.27
H 3.09 1.16 2.60 -0.41
O 3.72 1.25 -3.11 -0.63
C -1.39 -3.49 0.04 1.50
H 3.63 3.87 0.35 0.18
C 0.78 0.83 1.15 -1.10
H 1.97 -2.95 -3.40 0.41
H 0.33 -5.50 -1.08 -0.01
C -6.66 -3.24 1.82 -1.25
H -0.61 -1.16 -0.81 -0.76
O 0.78 -5.25 1.59 -0.58
O 4.86 0.67 1.63 -0.58
C 3.26 6.34 2.09 -0.51
H -4.35 0.94 2.24 0.32
H -3.31 -2.69 0.58 -0.12
H -0.45 -3.26 -3.73 0.48
C -6.94 -1.86 2.38 0.62
O -0.14 4.29 -4.69 -0.45
C 1.31 4.39 -4.65 -0.34
H 0.01 3.63 -2.65 0.14
H -8.66 -0.94 3.12 0.25
C 4.09 -0.53 3.48 -0.77
H -2.61 1.64 -4.73 0.31
H -1.52 5.56 0.94 0.58
H -6.52 -1.79 3.41 0.13
H -0.77 -5.02 1.13 0.55
H 2.49 7.18 2.23 0.34
C 1.67 -5.09 0.53 -0.60
C -2.04 3.97 2.28 -0.41
H 1.82 0.87 0.76 -0.29
H -0.69 -2.74 0.56 -0.65
C -0.60 3.47 -3.58 -0.64
H 0.48 3.68 1.52 0.35
H -4.40 0.71 0.43 0.36
H -6.62 -0.51 0.77 0.39
C 1.27 -5.93 -0.71 0.54
C -1.17 4.56 1.20 -0.35
H -1.61 3.81 -3.33 0.46
H 4.58 1.35 1.06 0.22
H -1.94 4.58 3.20 0.30
```